{
  "formula": "C4H7OPS",
  "method": "ωB97M-V/def2-TZVPD",
  "symbols": ["C", "C", "C", "C", "O", "P", "S", "H", "H", "H", "H", "H", "H", "H"],
  "positions_angstrom": [[-0.44, -0.19, -1.48], [0.61, -0.40, -0.83], [2.50, 0.67, 0.39], [1.47, -0.41, 0.16], [-0.92, 1.33, 0.88], [-2.76, -0.90, 0.67], [-1.82, 0.88, -0.18], [-1.17, -0.60, -2.23], [3.05, 1.07, -0.45], [3.12, 0.25, 1.09], [2.03, 1.60, 0.87], [-3.16, -1.47, -0.56], [1.53, -1.38, 0.81], [-4.05, -0.45, 0.86]],
  "mulliken_charge": [-0.74, 0.31, -1.01, -0.04, -0.50, -0.03, 0.30, 0.39, 0.35, 0.34, 0.25, 0.05, 0.26, 0.06],
  "max_force_ev_per_a": 4.816,
  "e_tot_ha": -971.2283,
  "multiplicity": 1,
  "de_lowest_kcal_mol": 21.0
}